ORCA calculation (ωB97M-V/def2-TZVPD) on C2H5NO3 in the gas phase.

```
! RIJCOSX wB97M-V def2-TZVPD def2/J DEFGRID3
* xyz 0 1
O -2.0328 -0.5243 0.2827
C -1.5748 0.5435 -0.0621
N -0.2923 0.8467 -0.1101
C 0.6935 -0.2334 0.3198
O 2.0030 0.2259 0.1629
O 0.6122 -1.4369 -0.3117
H -2.0085 1.4011 -0.5113
H 0.0704 1.5987 -0.7119
H 0.3318 -0.2967 1.3899
H 2.5461 -0.5188 -0.2667
H -0.3485 -1.6058 -0.1815
*
```

Summary:
* strongest force on any atom: 4.003 eV Å⁻¹
* energy above the lowest of the compared OMol25 structures with the same formula, charge and spin: 22.3 kcal per mole
* HOMO: -10.27 eV
* E: -9787.2216 eV
* HOMO-LUMO gap: 11.0 eV
* SMILES string: O=CNC(O)O

ORCA calculation (ωB97M-V/def2-TZVPD) on C17H28IO12PS as an isolated structure.

```
! RIJCOSX wB97M-V def2-TZVPD def2/J DEFGRID3
* xyz 0 1
C -3.1436 5.4210 -3.9942
P -2.2818 3.7628 -4.3888
O -1.9815 3.7790 -6.1313
O -0.6917 3.6420 -3.6841
S 0.0908 2.4364 -4.6618
O 1.5854 2.8615 -4.9367
O 0.2364 0.9678 -3.8006
I 0.0862 -0.4975 -5.2244
H -2.7525 5.9039 -2.9780
H -3.0460 6.1841 -4.9042
H -4.3167 5.2809 -3.8253
H -2.8748 4.0178 -6.5420
O -2.9200 -0.5412 -0.4881
C -1.7239 -0.6049 -0.2569
O -1.1907 -0.9050 0.9637
C 0.2293 -0.7834 0.8971
C 0.5725 -0.9231 -0.5629
C -0.6318 -0.3238 -1.2441
H 0.5154 0.1940 1.2997
H 0.6953 -1.5663 1.5025
H 1.5142 -0.4375 -0.8322
H 0.6521 -1.9851 -0.8253
H -0.5325 0.7580 -1.3687
H -0.8327 -0.8077 -2.2027
O -5.4585 -6.6882 -0.0057
C -4.8841 -5.6139 -0.0710
O -3.5932 -5.4061 0.3220
C -3.2869 -4.0172 0.2084
C -4.2785 -3.4713 -0.7854
C -5.4944 -4.3295 -0.5443
H -3.3902 -3.5548 1.1956
H -2.2555 -3.8939 -0.1346
H -4.4666 -2.4014 -0.6624
H -3.9099 -3.6350 -1.8054
H -6.1294 -3.9224 0.2475
H -6.0677 -4.4800 -1.4620
O 2.9830 -0.2244 0.3886
C 4.1053 0.2128 0.1945
O 5.2089 -0.1548 0.9093
C 6.3229 0.6310 0.4880
C 5.9680 1.1155 -0.8934
C 4.4685 1.2550 -0.8195
H 6.4565 1.4555 1.1961
H 7.2276 0.0162 0.4848
H 6.4804 2.0408 -1.1699
H 6.2295 0.3497 -1.6338
H 4.1692 2.2378 -0.4449
H 3.9983 1.0479 -1.7836
O 1.1499 2.3298 3.5480
C 1.1621 1.5424 4.4796
O 1.6126 1.8405 5.7336
C 1.5832 0.6601 6.5346
C 0.5836 -0.2483 5.8678
C 0.7347 0.1076 4.4104
H 2.5888 0.2273 6.5559
H 1.2852 0.9149 7.5559
H 0.7555 -1.3069 6.0799
H -0.4293 0.0041 6.2043
H 1.5229 -0.4773 3.9283
H -0.2100 0.0031 3.8719
*
```

Summary:
* strongest force on any atom: 6.109 eV Å⁻¹
* energy above the lowest of the compared OMol25 structures with the same formula, charge and spin: 75.6 kcal per mole
* HOMO: -8.94 eV
* E: -70874.9341 eV
* HOMO-LUMO gap: 7.0 eV